Record 1
The following is a DFT calculation (wB97M-V/def2-TZVPD) of a molecular structure, C17H14F6N4O9S4Tl.

Properties
HOMO-LUMO gap (spin up / spin down)	6.85 / 6.41	eV
relative energy (zero: lowest compared OMol25 entry of this formula, charge and spin)	85.1	kJ/mol
total charge	-2
E	-3916.8700	a.u.
E_LUMO (spin up / spin down)	4.284 / 3.843	eV
2S+1	2

Atoms and positions in Å:
Tl -1.306 -0.863 -0.281
C -3.242 0.277 4.622
C -2.425 1.076 3.645
C -1.166 0.642 3.246
C -0.427 1.362 2.318
C -0.961 2.519 1.778
C -2.200 2.987 2.180
C -2.921 2.263 3.113
S -0.087 3.359 0.439
O -0.736 4.691 0.309
O 2.560 1.094 0.235
N -0.519 2.299 -0.754
C -1.500 2.705 -1.612
C -3.133 2.225 -1.110
O -3.930 2.973 -1.642
O -3.158 1.260 -0.368
H -2.828 -0.721 4.754
H -4.270 0.172 4.272
H -3.274 0.762 5.601
H -0.765 -0.284 3.640
H 0.548 1.014 2.005
H -2.590 3.891 1.733
H -3.906 2.606 3.408
H -1.457 2.170 -2.563
H -1.632 3.781 -1.730
F -0.295 -5.885 -2.028
C 0.886 -5.401 -1.637
F 1.330 -6.149 -0.620
F 1.748 -5.538 -2.651
S 0.681 -3.634 -1.129
O 0.075 -2.997 -2.255
O -0.066 -3.688 0.100
N 2.218 -3.328 -0.941
S 2.929 -2.325 0.008
O 4.023 -1.652 -0.623
O 2.108 -1.588 0.944
C 3.785 -3.517 1.138
F 4.520 -2.850 2.045
F 4.615 -4.330 0.467
F 2.912 -4.281 1.802
O 1.485 -0.474 -1.507
N 1.865 0.705 -1.900
C 1.664 1.114 -3.169
C 2.019 2.377 -3.577
C 2.610 3.245 -2.661
C 2.820 2.821 -1.368
C 2.416 1.546 -0.988
H 1.194 0.363 -3.786
H 1.813 2.678 -4.593
H 2.892 4.246 -2.955
H 3.250 3.455 -0.608
H 2.202 0.172 0.289
S -5.141 -4.181 -1.929
C -4.012 -3.002 -1.650
N -3.224 -2.165 -1.453

=====

Record 2
The following is a DFT calculation (wB97M-V/def2-TZVPD) of 9 unconnected molecules or ions with the total composition C16H52BO16 at a distorted geometry.

Properties
HOMO-LUMO gap	9.30	eV
relative energy (zero: lowest compared OMol25 entry of this formula, charge and spin)	0.0	kJ/mol
total charge	-1
E	-1869.4196	a.u.
E_LUMO	2.360	eV
2S+1	1

Atoms and positions in Å:
B 0.346 0.166 0.144
H -0.808 0.212 0.580
H 0.395 0.530 -1.022
H 1.104 0.814 0.870
H 0.675 -1.001 0.192
C 0.387 -4.233 -0.166
C 0.401 -5.033 -1.426
O -0.892 -5.388 -1.866
O -0.373 -3.073 -0.374
H 1.401 -4.118 0.217
H -0.216 -4.804 0.557
H 0.991 -5.945 -1.316
H 0.910 -4.438 -2.203
H -1.433 -4.587 -1.844
H 0.148 -2.268 -0.134
C -2.833 -0.172 -1.634
C -3.308 1.072 -0.921
O -3.245 2.184 -1.819
O -1.639 0.108 -2.315
H -3.592 -0.647 -2.257
H -2.631 -0.927 -0.854
H -2.659 1.156 -0.034
H -4.291 0.935 -0.438
H -3.449 2.977 -1.313
H -1.039 0.467 -1.595
C 0.383 1.848 3.607
C 0.376 3.077 4.452
O 0.911 4.195 3.799
O -0.503 2.074 2.487
H -0.047 1.043 4.234
H 1.373 1.612 3.202
H 0.908 2.910 5.388
H -0.677 3.243 4.739
H 0.344 4.348 3.030
H -0.266 1.398 1.800
C -1.795 -1.987 4.138
C -2.425 -0.998 3.166
O -3.401 -1.588 2.311
O -1.282 -3.100 3.426
H -2.488 -2.352 4.897
H -0.976 -1.406 4.604
H -1.600 -0.591 2.552
H -2.843 -0.090 3.611
H -3.008 -2.274 1.764
H -0.369 -2.872 3.140
C -2.298 2.550 -5.179
C -1.084 1.752 -5.573
O -0.492 1.181 -4.452
O -3.204 1.639 -4.578
H -2.762 3.085 -6.014
H -2.041 3.304 -4.422
H -0.342 2.318 -6.132
H -1.467 0.944 -6.215
H -1.157 0.647 -3.964
H -3.162 1.754 -3.601
C 2.313 -1.664 -2.643
C 2.256 -0.485 -3.594
O 3.526 -0.066 -4.016
O 2.595 -1.300 -1.322
H 3.075 -2.349 -3.017
H 1.338 -2.174 -2.739
H 1.680 0.337 -3.160
H 1.718 -0.851 -4.474
H 3.907 0.500 -3.336
H 1.911 -0.642 -1.054
C 2.836 -2.592 3.890
C 2.301 -1.455 3.069
O 1.023 -1.842 2.563
O 3.825 -2.126 4.836
H 3.333 -3.308 3.216
H 2.039 -3.122 4.422
H 2.961 -1.153 2.251
H 2.183 -0.561 3.701
H 0.835 -1.304 1.762
H 3.895 -2.789 5.522
C 1.874 3.699 -0.077
C 0.502 4.204 -0.407
O 0.454 4.842 -1.681
O 2.211 2.463 -0.791
H 1.862 3.417 0.993
H 2.629 4.436 -0.336
H 0.211 4.966 0.328
H -0.219 3.376 -0.357
H 0.366 4.142 -2.363
H 1.606 1.752 -0.435

=====

Record 3
The following is a DFT calculation (wB97M-V/def2-TZVPD) of a molecular structure, C11H24ClN3O3Yb at a distorted geometry.

Properties
HOMO-LUMO gap (spin up / spin down)	9.91 / 7.61	eV
total charge	+3
E	-2441.4662	a.u.
E_LUMO (spin up / spin down)	-10.126 / -12.425	eV
2S+1	2

Atoms and positions in Å:
Yb 0.629 -0.191 -0.759
N 0.162 2.539 2.589
C -1.244 1.950 2.699
C -2.159 2.216 1.498
C -2.162 1.104 0.383
N -1.203 1.391 -0.715
C -1.973 -0.359 0.871
C -0.966 -0.545 2.038
N 0.451 -0.568 1.591
C -1.215 0.501 3.120
H 0.108 3.559 2.785
H 0.709 2.417 1.702
H 0.716 2.068 3.362
H -1.644 2.518 3.514
H -1.943 3.218 1.076
H -3.169 2.228 1.888
H -3.210 1.108 -0.043
H -1.014 2.389 -0.700
H -1.628 1.189 -1.611
H -1.712 -1.021 0.024
H -2.956 -0.700 1.186
H -1.189 -1.524 2.472
H 0.748 -1.540 1.426
H 1.102 -0.242 2.312
H -0.545 0.389 3.992
H -2.187 0.297 3.549
C 1.717 -3.258 -2.891
C 0.320 -2.756 -2.957
C -0.598 -3.148 -4.051
O -0.124 -1.954 -2.072
H 1.883 -4.035 -3.655
H 1.917 -3.681 -1.894
H 2.428 -2.409 -3.045
H -1.417 -3.831 -3.772
H -0.054 -3.657 -4.872
H -1.138 -2.288 -4.497
Cl 2.199 2.537 0.190
C 3.514 1.342 -0.746
C 3.052 0.084 -1.403
O 2.507 0.295 -2.511
O 3.161 -0.911 -0.688
H 4.212 1.238 0.105
H 3.916 2.042 -1.490

=====

Record 4
The following is a DFT calculation (wB97M-V/def2-TZVPD) of a single C3H7NO2S molecule at a distorted geometry.

Properties
HOMO-LUMO gap	9.74	eV
relative energy (zero: lowest compared OMol25 entry of this formula, charge and spin)	63.1	kJ/mol
E	-721.9386	a.u.
E_LUMO	0.704	eV
SMILES string	N[C@H](CS)C(=O)O
2S+1	1

Atoms and positions in Å:
N -1.145 -0.577 -1.061
C 0.123 -0.344 -0.446
C 0.032 0.108 1.043
S -0.694 -1.204 2.091
C 0.705 0.867 -1.161
O 0.066 1.866 -1.369
O 2.033 0.773 -1.339
H -1.745 0.228 -1.164
H -1.562 -1.482 -0.997
H 0.818 -1.187 -0.469
H -0.654 0.964 1.047
H 0.983 0.479 1.430
H -1.676 -1.586 1.303
H 2.320 1.449 -1.956

=====

Record 5
The following is a DFT calculation (wB97M-V/def2-TZVPD) of 6 unconnected molecules or ions with the total composition C15H39N3O9 at a distorted geometry.

Properties
HOMO-LUMO gap	9.68	eV
E	-1436.2999	a.u.
E_LUMO	0.630	eV
SMILES string	CN(C)C=O.CN(C)C=O.CN(C)C=O.OCCO.OCCO.OCCO
2S+1	1

Atoms and positions in Å:
C 5.932 0.043 -0.200
N 5.069 0.687 -1.186
C 5.876 1.275 -2.289
C 3.806 0.838 -1.086
O 3.020 1.304 -1.903
H 5.369 -0.278 0.661
H 6.737 0.628 0.229
H 6.397 -0.881 -0.542
H 6.665 0.559 -2.505
H 5.206 1.431 -3.125
H 6.252 2.254 -2.037
H 3.518 0.465 -0.081
C -6.016 1.857 1.725
N -4.634 1.603 2.009
C -3.918 0.590 1.245
C -3.905 2.475 2.701
O -2.707 2.394 2.899
H -6.599 0.927 1.851
H -6.151 2.147 0.666
H -6.376 2.609 2.429
H -3.947 0.769 0.168
H -2.911 0.478 1.577
H -4.373 -0.407 1.343
H -4.511 3.225 3.230
C 1.186 4.703 -0.085
N 0.394 3.504 -0.199
C -0.583 3.225 0.842
C 0.397 2.758 -1.331
O -0.316 1.793 -1.514
H 1.931 4.711 -0.921
H 1.696 4.756 0.878
H 0.563 5.584 -0.258
H -0.974 4.162 1.277
H -1.393 2.590 0.487
H -0.129 2.733 1.700
H 1.125 3.098 -2.109
O -3.060 -6.674 -2.366
C -3.310 -5.346 -2.903
C -2.373 -4.337 -2.253
O -1.005 -4.666 -2.424
H -2.170 -6.845 -2.698
H -3.205 -5.430 -4.022
H -4.369 -5.123 -2.692
H -2.593 -4.300 -1.201
H -2.509 -3.327 -2.660
H -0.640 -5.027 -1.601
O 1.094 -0.754 -0.965
C -0.100 -1.394 -1.382
C -1.289 -1.242 -0.453
O -1.144 -2.059 0.692
H 1.043 0.178 -1.243
H -0.344 -0.995 -2.388
H 0.162 -2.461 -1.555
H -2.183 -1.482 -1.018
H -1.301 -0.193 -0.129
H -0.448 -1.703 1.241
O 2.813 -1.339 1.139
C 2.659 -0.620 2.334
C 1.465 -1.003 3.197
O 0.281 -0.546 2.550
H 1.996 -1.234 0.593
H 3.630 -0.701 2.830
H 2.451 0.461 2.111
H 1.520 -0.453 4.134
H 1.382 -2.083 3.468
H -0.151 0.089 3.119

=====

Record 6
The following is a DFT calculation (wB97M-V/def2-TZVPD) of 7 unconnected molecules or ions with the total composition C13H40N8O7 at a distorted geometry.

Properties
HOMO-LUMO gap	8.85	eV
relative energy (zero: lowest compared OMol25 entry of this formula, charge and spin)	332.5	kJ/mol
E	-1484.0863	a.u.
E_LUMO	-0.473	eV
SMILES string	NC(N)=O.NC(N)=O.NC(N)=O.NC(N)=O.CC(C)O.CC(C)O.CC(C)O
2S+1	1

Atoms and positions in Å:
N 4.138 -0.951 -4.090
C 4.332 0.365 -4.181
N 3.750 1.012 -3.218
O 4.878 0.838 -5.188
H 4.758 -1.498 -4.669
H 3.635 -1.275 -3.276
H 3.918 1.990 -3.411
H 3.352 0.636 -2.369
N -3.125 0.300 -2.454
C -2.556 -0.885 -2.225
N -2.705 -1.222 -0.978
O -1.976 -1.574 -3.019
H -3.562 0.757 -1.666
H -3.054 0.772 -3.344
H -2.409 -2.096 -0.566
H -3.218 -0.586 -0.384
N 0.158 -4.189 -1.586
C 0.941 -4.714 -2.464
N 1.806 -3.928 -3.017
O 0.872 -5.883 -2.700
H 0.380 -3.330 -1.103
H -0.445 -4.856 -1.125
H 1.822 -2.948 -2.773
H 2.251 -4.262 -3.860
N 1.600 -0.081 3.981
C 2.539 0.756 4.217
N 1.999 1.944 4.328
O 3.671 0.546 4.529
H 1.828 -1.065 3.978
H 0.738 0.338 4.298
H 1.071 2.193 4.015
H 2.666 2.666 4.558
C -2.842 4.046 0.295
C -1.529 3.596 -0.220
C -1.428 3.929 -1.710
O -0.442 4.241 0.448
H -3.251 3.401 1.073
H -3.565 4.027 -0.521
H -2.694 5.067 0.647
H -1.343 2.526 -0.126
H -0.409 3.658 -1.990
H -1.499 4.972 -2.018
H -2.106 3.260 -2.240
H -0.521 3.924 1.351
C -1.410 -0.006 3.131
C -2.655 -0.815 2.890
C -2.421 -2.265 3.397
O -3.863 -0.348 3.356
H -0.499 -0.467 2.750
H -1.249 0.003 4.209
H -1.467 1.034 2.810
H -2.708 -0.843 1.801
H -1.439 -2.545 3.016
H -3.194 -2.928 3.007
H -2.416 -2.290 4.487
H -3.784 0.592 3.529
C 1.499 -1.401 0.596
C 0.848 -0.646 -0.522
C 1.484 0.781 -0.544
O 0.978 -1.326 -1.738
H 1.261 -0.943 1.556
H 2.582 -1.314 0.518
H 1.206 -2.449 0.660
H -0.199 -0.537 -0.238
H 2.573 0.750 -0.507
H 1.106 1.528 0.154
H 1.234 1.402 -1.404
H 0.107 -1.381 -2.138